Record 1
Computed, not measured: C32H23ClCsIN8O as an isolated structure, with ωB97M-V/def2-TZVPD.

E_LUMO, eV: -0.23
Net charge: 0
ΔE to the lowest compared entry with this formula, charge and spin, kcal/mol: 0.00
E, eV: -68698.8486
2S+1: 1

The geometry in XYZ format:
```
67
Properties=species:S:1:pos:R:3:forces:R:3
Cs 0.5940 0.2242 0.2235 0.01 0.04 0.08
N -4.0004 1.2889 2.1076 -0.06 0.01 0.04
C -2.8110 1.0363 1.5292 -0.17 -0.02 0.00
N -1.9417 0.1875 1.9721 0.07 0.03 -0.02
C -2.2086 -0.5148 3.1310 -0.01 -0.02 0.01
N -1.3771 -1.3484 3.6710 -0.01 -0.02 0.03
N -0.1761 -1.4565 2.9951 -0.02 0.07 -0.07
C 0.6012 -2.3245 3.5016 0.04 -0.01 -0.01
C 1.9362 -2.5939 2.9350 -0.03 0.00 0.00
C 2.7007 -3.6239 3.4766 -0.04 0.00 0.03
C 3.9472 -3.8938 2.9398 0.04 -0.01 -0.02
C 4.3919 -3.1277 1.8764 0.02 0.00 0.00
C 3.5616 -2.1197 1.4023 0.07 -0.03 -0.07
N 2.3685 -1.8489 1.9110 -0.05 -0.02 0.06
C -3.5078 -0.3173 3.7932 -0.01 -0.02 0.01
C -3.8858 -1.0191 4.9412 0.02 0.01 -0.02
C -5.1136 -0.7957 5.5251 0.00 0.00 0.01
C -5.9907 0.1386 4.9699 0.00 0.00 -0.01
C -5.6400 0.8413 3.8379 0.00 0.01 0.00
C -4.3963 0.6101 3.2506 0.02 0.00 -0.01
H -4.6095 1.9696 1.6801 0.03 0.00 -0.03
H -2.5873 1.5965 0.6206 0.05 -0.01 0.01
H 0.2931 -2.9059 4.3723 0.00 0.00 0.00
H 2.3117 -4.2018 4.3049 0.00 0.00 0.00
H 4.5595 -4.6900 3.3427 0.00 0.00 0.00
H 5.3571 -3.2996 1.4202 0.00 0.00 0.00
H 3.8682 -1.5071 0.5588 0.01 0.00 0.00
H -3.1856 -1.7346 5.3484 -0.01 0.00 0.01
H -5.3996 -1.3428 6.4132 0.00 0.00 0.00
H -6.9551 0.3147 5.4279 0.00 0.00 0.01
H -6.3153 1.5666 3.4006 0.00 0.00 0.00
N 1.7200 -2.4828 -1.8269 0.00 -0.03 -0.14
C 1.3446 -1.4049 -2.6197 0.04 0.00 0.07
C 0.1164 -1.3160 -3.2284 0.00 -0.03 0.01
C -0.2719 -0.1498 -3.9184 0.04 0.02 0.01
C 0.5662 0.9230 -4.0145 -0.04 -0.02 -0.01
C 1.8423 0.8616 -3.4092 0.10 0.13 0.02
C 2.7623 1.9373 -3.4526 0.05 -0.10 0.05
C 3.9645 1.8176 -2.8187 -0.04 0.01 -0.03
C 4.2483 0.6297 -2.1116 -0.05 -0.03 0.00
N 3.4277 -0.3876 -2.0371 -0.05 0.02 -0.16
C 2.2377 -0.2916 -2.6992 0.04 -0.01 0.03
H 1.2714 -3.3551 -2.0577 0.00 0.00 0.03
H 2.7201 -2.5632 -1.7118 -0.02 0.03 0.06
H -0.5725 -2.1498 -3.1569 0.00 0.00 0.00
H -1.2573 -0.1089 -4.3628 0.00 0.00 0.00
H 0.2662 1.8270 -4.5282 0.00 0.00 0.00
H 2.4896 2.8458 -3.9762 0.01 0.01 0.00
H 4.6903 2.6194 -2.8234 -0.02 0.01 -0.02
H 5.1925 0.5304 -1.5843 0.00 0.00 0.00
Cl -0.6148 7.6669 -2.7760 0.00 -0.02 0.00
C -0.7987 6.0515 -2.1338 0.01 0.06 -0.01
C -2.0429 5.4964 -2.0597 -0.07 -0.05 -0.01
C -2.2170 4.2029 -1.5574 0.05 -0.04 0.00
I -4.1430 3.4021 -1.4376 -0.01 0.01 0.00
C -1.1621 3.3843 -1.1202 0.07 -0.01 0.05
O -1.2962 2.2037 -0.6924 -0.04 0.01 -0.05
C 0.1581 4.0267 -1.1647 0.00 -0.01 0.00
N 1.1941 3.3061 -0.6672 0.00 0.04 0.00
C 2.3894 3.8435 -0.6569 -0.03 -0.05 0.02
C 2.6707 5.1250 -1.1584 0.03 0.01 0.00
C 1.6448 5.8667 -1.6698 0.00 0.00 0.01
C 0.3351 5.3390 -1.6726 -0.02 -0.03 -0.01
H -2.9050 6.0586 -2.3929 0.03 0.04 -0.01
H 3.1881 3.2377 -0.2375 0.02 0.02 0.00
H 3.6820 5.5091 -1.1297 0.00 0.00 0.00
H 1.8153 6.8610 -2.0597 0.00 0.00 0.00
```
Positions in Å, forces in eV/Å.



Record 2
Computed, not measured: C32H24BN10OPtS3 as an isolated structure, with ωB97M-V/def2-TZVPD.

E_LUMO (alpha / beta), eV: -6.17 / -9.71
Net charge: +2
<S²>: 8.794
ΔE to the lowest compared entry with this formula, charge and spin, kcal/mol: 9.58
E, eV: -86932.4810
2S+1: 6

The geometry in XYZ format:
```
72
Properties=species:S:1:pos:R:3:forces:R:3
Pt -0.1232 1.0859 -0.0466 0.29 0.29 -0.26
C -0.3526 5.3105 1.2495 0.05 -0.03 0.00
C -0.7739 4.2735 0.4254 -0.01 0.01 0.02
N -0.2034 3.1304 0.7998 -0.06 0.04 -0.06
N 0.6000 3.4090 1.8496 0.11 -0.06 0.02
C 0.5226 4.7177 2.1373 -0.07 0.07 0.01
B 1.3938 2.2706 2.5267 -0.03 -0.06 -0.02
N 0.3287 1.1937 2.9436 0.00 0.07 -0.08
C -0.2409 0.8672 4.1098 -0.06 0.01 0.03
C -1.2472 -0.0621 3.8884 0.01 0.04 -0.02
C -1.2489 -0.2551 2.5203 0.03 -0.06 0.03
N -0.2945 0.5016 1.9598 -0.07 -0.21 0.06
N 2.3303 1.6101 1.4405 -0.04 0.12 -0.02
C 3.6159 1.2926 1.5606 0.01 0.04 0.00
C 4.0660 0.7407 0.3592 -0.03 -0.02 -0.02
C 2.9661 0.7442 -0.4643 0.05 0.04 -0.06
N 1.9159 1.2841 0.1902 -0.03 -0.25 0.09
N 2.2735 2.7593 3.6320 -0.07 0.16 0.02
C 2.5055 2.3928 4.9242 0.19 -0.06 0.09
C 3.5098 3.1827 5.4139 -0.13 -0.05 0.01
C 3.8516 4.0237 4.3377 0.03 -0.02 0.03
N 3.1223 3.7684 3.2738 -0.12 0.02 -0.15
H -0.6296 6.3472 1.1996 -0.02 0.03 0.01
H -1.4524 4.2983 -0.4093 0.04 0.00 -0.01
H 1.0950 5.1393 2.9434 0.05 -0.01 0.01
H 0.0807 1.3078 5.0351 0.00 0.02 0.01
H -1.8773 -0.5286 4.6231 -0.01 -0.02 0.03
H -1.8617 -0.8993 1.9116 0.00 -0.01 -0.03
H 4.1461 1.4837 2.4775 0.02 0.02 0.04
H 5.0581 0.3966 0.1315 0.04 0.00 0.00
H 2.8739 0.4322 -1.4908 -0.05 -0.05 -0.03
H 1.9920 1.5818 5.4053 -0.01 -0.03 0.01
H 3.9266 3.1706 6.4042 0.03 -0.04 0.03
H 4.6022 4.7956 4.3002 0.02 0.03 0.00
S -3.4935 3.4446 -1.9391 0.04 -0.03 0.03
C -3.9563 1.8401 -1.6981 0.05 -0.07 -0.01
C -5.2721 1.3911 -1.4819 0.04 -0.09 -0.01
C -5.4938 0.0300 -1.3645 0.03 0.05 0.03
C -6.8152 -0.4650 -1.1084 0.10 0.05 -0.06
N -7.8702 -0.8557 -0.8877 -0.13 -0.05 0.02
C -4.4128 -0.8722 -1.4820 -0.03 0.07 -0.02
C -3.0991 -0.4256 -1.6733 0.04 -0.04 0.07
C -2.8765 0.9256 -1.7634 -0.08 0.04 -0.18
S -1.3396 1.7312 -2.0859 -0.14 0.10 0.21
C -4.6330 -2.2843 -1.4225 -0.09 0.02 0.03
N -4.7596 -3.4253 -1.4003 -0.10 0.00 0.10
H -6.0931 2.0909 -1.4103 -0.03 0.01 -0.01
H -2.2924 -1.1448 -1.7491 -0.17 0.13 0.05
O -0.1206 -1.0027 -0.8854 -0.06 0.01 0.09
S 0.5490 -1.3615 -2.2308 0.14 -0.07 -0.01
C -0.6088 -2.4423 -3.0185 0.04 -0.03 -0.02
C -1.3376 -3.3563 -2.2643 0.09 -0.12 -0.10
C -2.2403 -4.1773 -2.9160 0.09 -0.09 -0.01
C -2.3947 -4.0853 -4.2969 0.00 0.01 0.00
C -1.6543 -3.1742 -5.0340 -0.02 0.02 -0.01
C -0.7557 -2.3306 -4.3929 -0.04 0.01 0.02
C 1.8592 -2.4803 -1.7836 -0.02 0.06 0.04
C 1.9817 -2.9259 -0.4781 0.00 -0.02 -0.01
C 3.0229 -3.7917 -0.1732 -0.01 0.00 -0.01
C 3.9194 -4.1797 -1.1588 0.02 0.02 0.00
C 3.7844 -3.7124 -2.4605 0.00 0.00 0.00
C 2.7488 -2.8507 -2.7831 -0.01 -0.01 0.02
H -1.1967 -3.4228 -1.1933 0.02 -0.01 0.04
H -2.8202 -4.8945 -2.3512 0.02 0.03 -0.03
H -3.1032 -4.7301 -4.7985 0.01 -0.03 -0.01
H -1.7788 -3.1123 -6.1059 -0.01 0.01 -0.02
H -0.1848 -1.6020 -4.9538 0.02 0.02 -0.01
H 1.2812 -2.6007 0.2784 -0.02 -0.01 0.01
H 3.1289 -4.1689 0.8342 0.02 0.02 0.03
H 4.7351 -4.8448 -0.9108 -0.01 -0.03 -0.01
H 4.4862 -4.0175 -3.2234 0.02 0.00 -0.02
H 2.6350 -2.4833 -3.7956 0.00 0.02 -0.03
```
Positions in Å, forces in eV/Å.



Record 3
Computed, not measured: C32H24BrCl3IKN3P2Se2Si as an isolated structure, with ωB97M-V/def2-TZVPD.

E_LUMO, eV: 2.02
Net charge: -1
ΔE to the lowest compared entry with this formula, charge and spin, kcal/mol: 12.16
E, eV: -327235.4559
2S+1: 1

The geometry in XYZ format:
```
70
Properties=species:S:1:pos:R:3:forces:R:3
K 3.0031 2.8383 1.8884 0.25 -0.10 0.35
Se -3.6059 0.8044 3.7661 -0.04 -0.03 0.11
P -2.6918 0.8815 1.8758 -0.04 0.04 -0.10
C -3.1799 -0.5712 0.8913 0.03 -0.07 0.07
C -3.6403 -0.5180 -0.4182 -0.03 0.07 0.12
C -4.0459 -1.6799 -1.0635 -0.01 -0.03 -0.04
C -4.0122 -2.8949 -0.3982 0.06 0.04 -0.03
C -3.5675 -2.9503 0.9174 0.04 -0.04 -0.02
C -3.1480 -1.7980 1.5567 -0.04 0.00 -0.03
C -3.2625 2.3585 0.9863 0.02 -0.03 0.03
C -4.6118 2.4653 0.6466 0.04 0.02 0.00
C -5.1097 3.6549 0.1417 -0.01 -0.08 0.02
C -4.2723 4.7553 0.0042 0.02 0.05 -0.05
C -2.9374 4.6599 0.3625 0.05 -0.01 -0.06
C -2.4295 3.4612 0.8473 0.03 -0.01 -0.08
C -0.8904 0.9494 1.9152 0.30 0.04 0.01
C 0.2121 0.7829 1.0383 -0.19 -0.02 0.28
N 1.3116 1.0482 1.7687 -0.62 -0.52 -0.12
N 0.9315 1.3683 2.9967 -0.16 0.05 -0.13
N -0.3773 1.3176 3.1090 0.01 -0.06 -0.07
P 0.5285 0.3986 -0.6908 -0.17 -0.13 -0.03
Se 2.5505 0.5162 -1.2637 0.23 0.16 0.12
C -0.0326 -1.2962 -1.0111 0.00 0.03 -0.01
C -0.1298 -1.7447 -2.3292 -0.01 -0.02 0.04
C -0.3051 -3.0924 -2.5940 0.00 0.03 0.00
C -0.3517 -4.0052 -1.5466 -0.04 -0.01 0.04
C -0.2396 -3.5639 -0.2376 -0.06 -0.01 0.04
C -0.0876 -2.2101 0.0338 -0.05 0.00 0.00
C -0.4773 1.5456 -1.6823 0.09 -0.02 -0.02
C 0.0489 2.8249 -1.8672 -0.07 0.00 -0.04
C -0.6081 3.7383 -2.6729 -0.02 0.04 0.07
C -1.8013 3.3855 -3.2918 -0.08 0.05 0.01
C -2.3310 2.1187 -3.1059 -0.02 -0.02 0.01
C -1.6647 1.1935 -2.3100 0.04 0.03 -0.02
H -3.6914 0.4319 -0.9340 -0.08 -0.04 0.09
H -4.3939 -1.6317 -2.0888 -0.01 0.00 0.02
H -4.3265 -3.7982 -0.9055 -0.02 0.00 0.01
H -3.5503 -3.8964 1.4457 0.02 0.03 -0.02
H -2.8250 -1.8274 2.5910 -0.02 -0.01 -0.02
H -5.2728 1.6245 0.8202 -0.02 0.00 -0.04
H -6.1576 3.7318 -0.1206 0.01 0.00 0.00
H -4.6645 5.6911 -0.3773 0.01 -0.03 0.02
H -2.2834 5.5178 0.2671 -0.01 -0.02 -0.01
H -1.3892 3.3891 1.1387 0.01 0.00 -0.01
H -0.0254 -1.0396 -3.1443 -0.02 0.01 -0.02
H -0.3797 -3.4377 -3.6178 0.00 0.02 0.01
H -0.4728 -5.0623 -1.7530 0.01 0.03 0.00
H -0.2707 -4.2734 0.5809 -0.01 0.02 -0.02
H 0.0104 -1.8650 1.0565 0.00 -0.01 -0.02
H 0.9953 3.0835 -1.4087 0.03 0.01 -0.01
H -0.1838 4.7239 -2.8226 -0.02 -0.03 0.02
H -2.3201 4.1014 -3.9192 0.03 -0.03 0.02
H -3.2628 1.8439 -3.5863 0.02 0.00 0.00
H -2.0684 0.1984 -2.1849 0.11 0.03 -0.08
Cl 6.7854 5.4884 -0.2250 0.15 0.26 -0.12
Si 5.4756 4.2386 0.8743 0.54 -0.50 -0.20
Cl 3.6004 5.3399 0.6200 -0.35 0.69 -0.33
Cl 5.8582 4.9251 2.8864 0.05 0.10 0.28
Br 8.2756 -2.5939 3.4525 -0.04 -0.03 -0.03
C 7.1237 -3.4531 2.2199 -0.03 0.08 0.00
C 7.3546 -4.7956 1.9544 -0.01 -0.08 -0.03
C 6.5448 -5.4739 1.0580 0.00 0.00 0.00
C 5.5046 -4.8093 0.4253 0.00 -0.02 -0.01
C 5.2742 -3.4695 0.6912 -0.08 -0.01 -0.07
C 6.0798 -2.7809 1.5912 -0.01 0.23 0.11
I 5.6492 -0.7596 1.9250 0.10 -0.17 -0.06
H 8.1696 -5.3043 2.4517 -0.01 0.03 0.00
H 6.7286 -6.5214 0.8552 0.01 0.02 0.01
H 4.8691 -5.3323 -0.2783 0.01 0.03 0.02
H 4.4641 -2.9458 0.1979 0.03 -0.01 0.03
```
Positions in Å, forces in eV/Å.



Record 4
Computed, not measured: C32H24BrNO5ReTe as an isolated structure, with ωB97M-V/def2-TZVPD.

E_LUMO (alpha / beta), eV: -8.12 / -7.84
Net charge: +2
<S²>: 0.813
E, eV: -124750.4649
2S+1: 2

The geometry in XYZ format:
```
65
Properties=species:S:1:pos:R:3:forces:R:3
Re 0.0976 0.1462 -0.2042 -0.09 -0.15 0.51
O -1.4246 -1.3009 -0.5546 -0.15 0.00 -0.11
C -2.1827 -0.9952 -1.8097 -0.08 -0.23 0.03
C -2.3099 0.5233 -1.7610 0.21 0.11 -0.02
O -3.1123 1.2182 -2.2517 -0.05 0.00 0.09
O -1.1656 1.0964 -1.1023 -0.19 0.05 -0.46
C -1.3057 -1.2799 -3.0245 -0.08 0.04 0.00
C 0.0000 -1.7471 -2.9109 0.04 -0.08 0.00
C 0.7741 -1.9299 -4.0543 0.02 -0.01 0.05
C 0.2504 -1.6410 -5.3011 -0.02 0.01 -0.05
C -1.0556 -1.1772 -5.4140 -0.02 -0.01 0.02
C -1.8333 -0.9960 -4.2827 0.07 0.01 0.01
C -3.5003 -1.7186 -1.7374 0.13 0.01 -0.04
C -4.5345 -1.2010 -0.9597 -0.05 -0.02 0.01
C -5.7150 -1.9097 -0.8210 0.00 0.03 0.01
C -5.8658 -3.1386 -1.4509 -0.02 -0.01 0.00
C -4.8376 -3.6594 -2.2208 0.04 0.01 -0.02
C -3.6535 -2.9510 -2.3679 -0.04 0.03 0.02
H -1.2077 -2.2475 -0.5612 -0.09 0.00 0.07
H 0.4316 -2.0473 -1.9611 -0.03 0.02 -0.05
H 1.7805 -2.3164 -3.9620 -0.01 0.00 0.00
H 0.8511 -1.7870 -6.1885 0.00 0.01 0.00
H -1.4712 -0.9570 -6.3880 0.00 0.00 0.01
H -2.8490 -0.6337 -4.3759 -0.03 0.02 0.01
H -4.4372 -0.2358 -0.4772 0.00 0.00 0.00
H -6.5235 -1.5001 -0.2308 0.01 0.00 0.00
H -6.7927 -3.6868 -1.3473 0.01 0.00 0.00
H -4.9578 -4.6124 -2.7178 0.00 0.01 0.01
H -2.8640 -3.3538 -2.9874 0.05 -0.01 -0.02
Br 7.2900 2.5672 -0.1815 0.01 0.02 0.00
C 6.1307 1.0985 -0.1974 0.02 -0.03 0.01
C 6.6521 -0.2016 -0.2154 -0.01 -0.04 0.00
N 5.9021 -1.3005 -0.2281 0.00 0.06 0.00
C 4.5878 -1.1546 -0.2238 0.03 0.01 0.00
C 3.9784 0.1036 -0.2034 -0.01 0.03 0.04
C 4.7674 1.2627 -0.1888 -0.05 0.00 -0.01
C 2.5534 0.2051 -0.1874 -0.15 0.04 0.11
O 1.7647 -0.8757 -0.2047 0.21 0.05 -0.25
O 1.8755 1.2756 -0.1412 0.16 -0.02 0.06
H 7.7265 -0.3457 -0.2187 -0.01 -0.02 -0.01
H 3.9898 -2.0580 -0.2339 0.01 -0.01 0.00
H 4.3169 2.2464 -0.1780 0.00 -0.01 0.00
Te -0.9300 0.4305 2.2637 0.03 0.04 -0.05
C 0.8232 0.0889 3.3626 0.10 0.00 -0.02
C 0.7685 -0.9294 4.3063 0.03 -0.07 0.00
C 1.8919 -1.1812 5.0838 0.00 0.00 -0.01
C 3.0410 -0.4246 4.9099 0.00 0.00 -0.01
C 3.0797 0.5928 3.9617 0.01 -0.02 0.02
C 1.9678 0.8582 3.1791 -0.01 0.07 0.01
C -1.0998 2.5132 2.3240 0.01 0.07 0.04
C -2.1581 3.0043 3.0809 -0.02 -0.01 0.02
C -2.3257 4.3779 3.1849 0.01 0.01 0.00
C -1.4520 5.2348 2.5321 0.01 0.00 0.00
C -0.4049 4.7297 1.7700 -0.02 0.03 0.02
C -0.2205 3.3612 1.6598 0.04 -0.03 -0.04
H -0.1274 -1.5207 4.4523 0.00 0.02 -0.01
H 1.8614 -1.9645 5.8288 0.00 0.01 0.00
H 3.9107 -0.6206 5.5225 0.00 0.00 0.00
H 3.9741 1.1904 3.8438 -0.01 0.00 0.00
H 1.9925 1.6730 2.4669 -0.02 0.00 -0.01
H -2.8465 2.3406 3.5906 0.01 -0.01 -0.01
H -3.1406 4.7743 3.7752 0.00 0.00 0.00
H -1.5884 6.3048 2.6130 0.00 0.00 0.00
H 0.2678 5.4044 1.2580 0.00 -0.01 0.00
H 0.5942 2.9778 1.0581 -0.02 0.00 0.02
```
Positions in Å, forces in eV/Å.